{
  "formula": "C21H25NO4S",
  "method": "ωB97M-V/def2-TZVPD",
  "e_lumo_ev": 0.52,
  "orbital_gap_ha": 0.3428,
  "multiplicity": 1,
  "smiles": "COc1ccc(C(=O)[C@H]2CCCN(S(=O)(=O)c3cccc(C)c3)C2)c(C)c1",
  "de_lowest_ev": 0.652,
  "species": ["S", "O", "O", "O", "O", "N", "C", "C", "C", "C", "C", "C", "C", "C", "C", "C", "C", "C", "C", "C", "C", "C", "C", "C", "C", "C", "C", "H", "H", "H", "H", "H", "H", "H", "H", "H", "H", "H", "H", "H", "H", "H", "H", "H", "H", "H", "H", "H", "H", "H", "H", "H"],
  "coordinates": [[-1.7942, 2.2496, -1.3352], [2.8785, 0.3545, 4.3028], [-1.3281, 2.8627, -0.1260], [-1.5600, -2.9712, 1.1734], [-2.6123, 3.0044, -2.2375], [-2.6816, 0.9223, -0.8835], [-1.0072, -1.9254, 0.9196], [0.8299, 1.4737, -1.5724], [0.8104, -0.6704, 3.9698], [-2.2392, -1.8959, -1.2884], [1.9959, -0.1773, 3.4216], [-0.1700, -1.2485, 3.1887], [-0.3573, 1.6723, -2.2481], [-2.1929, 0.1140, 0.1982], [0.6536, 1.0038, -4.2981], [-2.6856, -0.9962, -2.4378], [1.9557, 1.0351, -2.2602], [1.8456, 0.7923, -3.6265], [-0.4600, 1.4553, -3.6077], [-3.4386, 0.2180, -1.8895], [0.0211, -1.3134, 1.7967], [3.2586, 0.8243, -1.5524], [-1.4241, -1.7605, 3.8239], [4.0866, 0.8864, 3.8140], [2.1916, -0.2687, 2.0480], [1.2036, -0.8227, 1.2557], [-1.3839, -1.1003, -0.3026], [-1.8102, -0.6656, -3.0015], [-0.4850, -0.7322, -0.8041], [3.1031, 0.0792, 1.5891], [-3.6648, 0.9426, -2.6718], [-1.5436, -2.8214, 3.6162], [-1.5873, 0.7624, 0.8327], [-1.3939, 1.6625, -4.1052], [-3.0545, -0.2443, 0.7745], [3.4283, -0.2389, -1.3788], [-1.3980, -1.6085, 4.8993], [4.0850, 1.1975, -2.1538], [2.7122, 0.4475, -4.1719], [0.6824, -0.5917, 5.0382], [0.5946, 0.8260, -5.3613], [1.3833, -0.9097, 0.1948], [4.6936, 0.1196, 3.3219], [-4.3803, -0.1102, -1.4341], [-2.2944, -1.2475, 3.4173], [-1.6690, -2.7456, -1.6685], [3.9089, 1.7136, 3.1194], [-3.3385, -1.5475, -3.1158], [-3.1095, -2.2914, -0.7609], [3.2592, 1.3367, -0.5944], [0.8633, 1.6895, -0.5151], [4.6188, 1.2594, 4.6874]],
  "forces_ev_per_a": [[-0.30, 0.00, 0.18], [-0.33, -0.14, 0.05], [0.23, -0.26, -0.02], [-0.04, 0.00, 0.07], [0.09, -0.26, -0.24], [0.44, 0.98, -0.22], [0.08, 0.22, -0.50], [0.15, 0.01, 0.05], [0.17, 0.08, 0.00], [0.23, 0.12, -0.10], [-0.16, -0.10, -0.11], [0.15, 0.08, -0.10], [-0.53, 0.29, 0.27], [0.56, -0.11, 0.42], [-0.08, -0.01, 0.02], [-0.12, -0.02, 0.22], [-0.15, 0.00, -0.02], [-0.04, 0.02, 0.07], [-0.06, 0.06, -0.13], [-0.15, -0.17, -0.71], [0.34, -0.04, 0.35], [-0.01, -0.05, -0.01], [-0.02, -0.16, 0.08], [0.22, 0.09, -0.10], [0.35, 0.18, 0.20], [-0.31, -0.14, 0.07], [-0.51, -0.38, 0.00], [-0.06, -0.04, -0.05], [0.01, -0.01, 0.07], [0.10, 0.04, -0.02], [-0.20, -0.16, -0.02], [-0.08, 0.00, 0.04], [-0.08, -0.18, 0.16], [-0.09, 0.01, -0.13], [0.03, 0.03, 0.00], [0.07, -0.06, 0.06], [-0.03, 0.05, 0.07], [0.09, 0.02, 0.02], [0.10, -0.02, -0.06], [-0.05, 0.01, 0.14], [-0.01, 0.00, -0.09], [0.00, 0.05, -0.15], [-0.04, 0.03, 0.01], [0.03, 0.07, -0.02], [-0.12, -0.01, 0.01], [-0.07, -0.05, 0.05], [0.00, -0.04, 0.01], [0.01, 0.02, -0.07], [0.00, -0.08, 0.02], [0.07, 0.02, 0.09], [0.11, 0.03, 0.15], [0.00, -0.01, -0.10]],
  "nbo_charge": [2.3343, -0.4859, -0.9403, -0.5393, -0.9380, -0.6753, 0.5950, -0.2443, -0.2657, -0.3887, 0.3408, 0.0472, -0.3261, -0.2237, -0.2046, -0.4197, 0.0804, -0.2130, -0.2002, -0.2285, -0.1375, -0.6532, -0.6409, -0.2528, -0.3260, -0.1707, -0.3551, 0.2036, 0.2257, 0.2182, 0.2366, 0.2471, 0.2481, 0.2397, 0.2036, 0.2207, 0.2139, 0.2240, 0.2116, 0.2231, 0.2209, 0.2095, 0.1767, 0.1989, 0.2192, 0.2179, 0.1779, 0.2165, 0.2132, 0.2177, 0.2444, 0.2037]
}

=====

{
  "formula": "C20H47FNO10PS",
  "method": "ωB97M-V/def2-TZVPD",
  "e_lumo_ev": 0.57,
  "orbital_gap_ha": 0.3416,
  "multiplicity": 1,
  "smiles": "NP(S)CC(=O)F.COCCOCCOC.COCCOCCOC.COCCOCCOC",
  "species": ["S", "P", "F", "O", "O", "O", "O", "O", "O", "O", "O", "O", "O", "N", "C", "C", "C", "C", "C", "C", "C", "C", "C", "C", "C", "C", "C", "C", "C", "C", "C", "C", "C", "C", "H", "H", "H", "H", "H", "H", "H", "H", "H", "H", "H", "H", "H", "H", "H", "H", "H", "H", "H", "H", "H", "H", "H", "H", "H", "H", "H", "H", "H", "H", "H", "H", "H", "H", "H", "H", "H", "H", "H", "H", "H", "H", "H", "H", "H", "H", "H"],
  "coordinates": [[4.4913, -1.8274, -4.0365], [5.2771, 0.1222, -4.0623], [1.7977, 0.2869, -3.4834], [3.0109, 0.5734, -1.7285], [-1.8068, 0.3053, -1.1707], [1.4078, 5.0145, -1.2145], [1.2556, 7.4147, 0.6844], [-2.1579, -5.5717, 1.7499], [-3.1553, -8.4750, 2.4267], [3.9430, 6.7558, -0.5762], [-0.5583, -1.1490, 1.2142], [-1.1040, 1.8353, 1.4211], [-4.7747, -6.6758, 0.5906], [6.1890, 0.2615, -2.5892], [0.9629, 3.7613, -0.7341], [-3.7855, -7.6271, 0.2262], [-1.1153, 0.2597, -2.4007], [-1.8679, 2.2387, 2.5388], [3.8912, 1.3674, -3.7720], [-3.6558, -8.8265, 1.1477], [-4.5719, -5.8765, 1.7487], [-1.1880, -5.0780, 0.8477], [0.9656, 7.3507, -0.7061], [-1.9265, -1.0461, 0.8402], [-2.1903, -0.9558, -0.6512], [0.3298, -0.0742, 0.9418], [3.7008, 6.9710, 0.8048], [-3.4067, -4.9057, 1.6840], [0.4153, 6.0264, -1.2032], [2.8995, 0.7327, -2.8546], [-3.8732, -9.0356, 3.5059], [0.1170, 1.1905, 1.7500], [4.5814, 7.8338, -1.2280], [2.2874, 6.5950, 1.2128], [-0.5546, 1.1887, -2.4983], [-1.5240, 3.2095, 2.9110], [-3.4698, -4.2349, 2.5506], [4.3219, 2.2640, -3.3403], [6.5482, 1.2081, -2.5109], [3.6447, -1.8756, -2.9725], [-3.6920, -8.4151, 4.3842], [2.0859, 5.5400, 1.0238], [-2.8209, -7.1462, 0.0608], [-1.6715, -1.7770, -1.1584], [-3.4892, -4.3043, 0.7713], [0.3050, 3.8690, 0.1336], [-1.8161, 0.1788, -3.2385], [5.6662, 7.7803, -1.0896], [-5.4828, -5.2805, 1.8438], [0.4482, 3.2066, -1.5251], [3.8913, 8.0122, 1.0839], [-4.1044, -8.0087, -0.7476], [0.1706, 0.9561, 2.8179], [0.3631, 0.1414, -0.1264], [-3.5244, -10.0522, 3.7141], [-4.6254, -9.3288, 1.2245], [-1.6267, -4.8379, -0.1271], [-2.3846, -1.9714, 1.1991], [4.2098, 8.8006, -0.8745], [3.4318, 1.5405, -4.7387], [1.3208, -0.4545, 1.2029], [-4.9512, -9.0447, 3.3162], [-1.8315, 1.4987, 3.3444], [-0.4454, -5.8620, 0.6960], [4.3587, 7.7578, -2.2930], [1.8415, 3.1947, -0.4204], [0.9318, 1.8867, 1.5150], [-2.4173, -0.2331, 1.3774], [0.0695, 6.1631, -2.2355], [-0.6935, -4.1945, 1.2639], [-0.4003, -0.5669, -2.4291], [2.2258, 6.7254, 2.2968], [4.3990, 6.3362, 1.3652], [0.1903, 8.1034, -0.8684], [-4.5160, -6.4985, 2.6429], [-3.2688, -1.0658, -0.8220], [-0.4411, 5.7365, -0.5852], [-2.9442, -9.5295, 0.6962], [-2.9054, 2.3335, 2.2163], [1.8279, 7.6649, -1.2958], [6.9637, -0.3872, -2.6788]],
  "forces_ev_per_a": [[-0.37, 0.21, 0.30], [0.68, 0.33, -0.71], [-0.40, -0.20, -0.71], [0.32, -0.67, 4.47], [0.29, -0.09, 0.07], [-0.03, 0.01, 0.35], [-0.02, 0.04, 0.02], [-0.14, -0.12, -0.41], [-0.39, 0.14, 0.01], [-0.22, 0.33, -0.01], [-0.05, -0.09, 0.11], [-0.12, -0.28, 0.25], [-0.05, 0.02, -0.02], [-0.73, -0.14, -0.27], [0.19, 0.05, -0.11], [0.07, 0.05, -0.09], [-0.18, 0.05, 0.10], [0.00, 0.10, -0.21], [-0.36, -1.27, -0.04], [0.28, 0.02, 0.01], [-0.03, -0.07, 0.08], [0.07, -0.01, 0.26], [0.07, 0.06, -0.04], [0.04, 0.07, 0.10], [-0.15, 0.26, 0.04], [0.11, -0.05, -0.21], [0.06, -0.26, -0.04], [0.10, -0.13, 0.25], [0.21, 0.02, -0.17], [0.21, 1.29, -3.19], [0.22, 0.05, 0.00], [-0.05, 0.13, -0.21], [0.01, -0.22, -0.05], [-0.06, -0.11, 0.04], [-0.07, 0.02, -0.01], [-0.03, -0.03, 0.15], [-0.19, 0.12, -0.08], [0.00, 0.08, 0.06], [0.12, -0.07, 0.09], [0.31, 0.16, -0.08], [0.08, -0.04, -0.01], [0.11, -0.02, -0.21], [0.09, -0.02, 0.22], [0.06, 0.06, -0.04], [0.04, -0.04, -0.03], [-0.10, -0.04, -0.07], [0.08, -0.09, -0.08], [0.02, 0.15, 0.01], [0.00, 0.01, -0.11], [-0.14, -0.08, 0.12], [-0.02, 0.04, -0.08], [-0.09, -0.01, 0.04], [-0.11, -0.01, 0.02], [-0.12, 0.16, -0.01], [-0.14, -0.05, 0.04], [-0.03, 0.04, 0.08], [-0.02, 0.06, 0.02], [0.07, -0.06, -0.04], [0.04, 0.00, 0.04], [0.14, 0.22, -0.12], [-0.03, -0.03, 0.05], [0.00, -0.05, -0.03], [0.05, 0.02, 0.02], [0.01, 0.01, 0.09], [0.05, -0.07, 0.01], [0.02, 0.00, -0.12], [0.16, -0.14, 0.10], [0.01, 0.17, -0.16], [-0.19, 0.13, 0.05], [0.02, 0.09, -0.18], [-0.03, -0.03, -0.04], [0.00, 0.10, -0.02], [-0.06, 0.08, 0.19], [-0.05, -0.03, 0.10], [0.23, 0.00, 0.03], [-0.01, -0.25, 0.07], [0.04, -0.05, 0.02], [-0.13, -0.04, -0.17], [0.04, 0.07, -0.05], [0.08, -0.20, -0.06], [0.12, 0.11, 0.20]],
  "lowdin_charge": [0.3856, 0.5242, 0.0771, 0.1656, -0.1931, -0.1965, -0.1203, -0.1938, -0.1961, -0.1984, -0.1241, -0.2063, -0.1206, -0.2457, -0.1016, -0.1805, -0.1108, -0.1095, -0.2775, -0.1965, -0.1776, -0.1049, -0.1783, -0.1740, -0.1931, -0.1719, -0.1952, -0.2037, -0.1936, -0.6586, -0.1141, -0.1913, -0.1152, -0.1802, 0.0687, 0.0869, 0.1269, 0.0922, 0.0271, -0.1745, 0.0876, 0.1118, 0.1116, 0.1236, 0.1172, 0.0796, 0.0907, 0.0863, 0.1275, 0.0846, 0.1218, 0.1277, 0.1242, 0.1078, 0.0867, 0.1216, 0.0851, 0.1084, 0.0871, 0.0778, 0.1319, 0.0865, 0.0871, 0.0886, 0.0869, 0.0857, 0.1122, 0.1153, 0.1266, 0.0845, 0.0790, 0.1280, 0.1262, 0.1273, 0.1125, 0.1278, 0.1265, 0.1263, 0.0882, 0.1116, 0.0159]
}

=====

{
  "formula": "C15H10I3N2O2OsS",
  "method": "ωB97M-V/def2-TZVPD",
  "e_lumo_ev": -4.09,
  "orbital_gap_ha": 0.2498,
  "multiplicity": 1,
  "charge": 1,
  "de_lowest_ev": 0.000,
  "species": ["Os", "I", "I", "I", "S", "O", "O", "N", "N", "C", "C", "C", "C", "C", "C", "C", "C", "C", "C", "C", "C", "C", "C", "C", "H", "H", "H", "H", "H", "H", "H", "H", "H", "H"],
  "coordinates": [[0.1615, 0.0498, 0.0448], [2.3550, -2.0066, 0.1376], [-3.0468, -3.9778, 0.1471], [-2.3440, -3.1565, 6.0345], [-1.0016, 1.8911, -0.0540], [0.2929, 0.2230, -1.9876], [-1.0584, -1.4215, 0.1813], [-0.3778, 1.2322, -2.5512], [0.0541, -0.1329, 2.1180], [-2.4415, -3.2638, 3.0451], [-0.3457, 1.3126, -3.9005], [-1.6829, 3.2888, -3.7768], [-0.9925, 2.3362, -4.5336], [2.1886, 0.1078, 0.1476], [-1.3596, -1.8556, 1.4277], [0.6162, 0.6159, 3.0445], [-1.8947, -2.5703, 4.0904], [-0.7741, -1.1553, 2.4999], [-1.0480, 2.1130, -1.7906], [-1.0291, -1.4700, 3.8421], [-1.7119, 3.1727, -2.4078], [-0.4049, -0.6507, 4.8072], [-2.1800, -2.9131, 1.6987], [0.4006, 0.3827, 4.4106], [0.8786, 1.0255, 5.1351], [2.6557, 0.4862, -0.7586], [-3.0952, -4.1029, 3.2384], [-0.5698, -0.8454, 5.8587], [1.2599, 1.4160, 2.7041], [0.2110, 0.5252, -4.3848], [-2.1844, 4.1134, -4.2634], [-2.2352, 3.8840, -1.7843], [-0.9631, 2.3869, -5.6117], [2.6743, 0.4812, 1.0449]],
  "forces_ev_per_a": [[-0.11, -0.34, -0.23], [-0.20, -0.03, -0.07], [0.01, 0.01, 0.03], [-0.01, -0.01, 0.03], [0.23, 0.28, 0.04], [-0.03, 0.04, -0.05], [-0.01, -0.40, 0.25], [-0.07, -0.09, 0.15], [-0.18, 0.06, 0.06], [0.02, 0.02, -0.04], [0.00, 0.03, 0.02], [0.05, -0.01, -0.05], [-0.06, 0.04, 0.02], [0.17, 0.42, 0.14], [0.12, 0.18, -0.17], [0.01, -0.11, 0.05], [0.00, -0.01, -0.01], [0.09, 0.12, -0.09], [0.01, 0.02, -0.12], [0.00, 0.00, -0.01], [0.01, -0.06, 0.03], [0.01, -0.01, 0.03], [-0.07, -0.07, -0.01], [0.02, 0.00, 0.00], [0.01, 0.00, 0.00], [0.02, -0.02, 0.01], [0.00, 0.00, 0.00], [-0.01, 0.00, 0.00], [-0.04, 0.03, -0.01], [0.01, 0.00, 0.01], [-0.03, -0.02, 0.00], [-0.01, 0.00, -0.01], [0.01, 0.01, 0.00], [0.00, -0.07, 0.00]],
  "nbo_charge": [0.9853, 0.2585, 0.2341, 0.2133, 0.2041, -0.5139, -0.6137, 0.0331, -0.4171, -0.2314, 0.0366, -0.1417, -0.2167, -0.7316, 0.3102, 0.0906, -0.1457, 0.0993, 0.0011, -0.1165, -0.2084, -0.0820, -0.2131, -0.2575, 0.2459, 0.2353, 0.2502, 0.2471, 0.2190, 0.2558, 0.2476, 0.2518, 0.2541, 0.2162]
}

=====

{
  "formula": "BrHNO2S",
  "method": "ωB97M-V/def2-TZVPD",
  "e_lumo_ev": 3.62,
  "orbital_gap_ha": 0.2659,
  "multiplicity": 1,
  "charge": -1,
  "de_lowest_ev": 0.596,
  "species": ["Br", "S", "O", "O", "N", "H"],
  "coordinates": [[2.3235, -1.1827, -0.1559], [-0.0330, 0.7242, -0.4366], [-0.3808, 1.8127, 0.4684], [-1.4412, -0.2271, -0.5880], [0.7934, -0.3393, 0.5393], [-1.2619, -0.7877, 0.1728]],
  "forces_ev_per_a": [[-0.18, 0.12, -0.47], [1.34, -1.53, -0.02], [-0.63, 0.62, 0.25], [0.31, 0.78, -0.15], [-0.65, 0.67, 0.01], [-0.19, -0.65, 0.37]],
  "nbo_charge": [0.0234, 1.5144, -0.9960, -0.9341, -1.0836, 0.4758]
}